1.
107
Properties=species:S:1:pos:R:3:forces:R:3:mulliken_spin:R:1 method="wB97M-V/def2-TZVPD" s_squared=6.05 homo_ha="-0.4724 / -0.4724" multiplicity=5 total_charge=+2 orbital_gap_ev="7.46 / 3.95"
Os -0.006179 1.475060 -1.133547 -0.2 -0.3 0.5 2.706
N 6.913945 0.949368 3.525526 -0.2 0.0 -0.3 0.321
C 6.116693 1.092203 2.472882 0.2 0.0 0.2 0.151
C 5.289742 0.003335 2.052585 -0.1 0.0 -0.1 0.190
C 4.501029 0.147908 0.948744 0.1 0.0 0.0 -0.043
C 4.499042 1.371001 0.254406 0.0 0.1 0.0 0.246
C 5.296879 2.457324 0.656848 0.1 -0.1 0.1 -0.059
C 6.100180 2.327851 1.753152 -0.1 0.0 -0.1 0.182
S 3.542178 1.500911 -1.251406 0.0 0.0 0.0 -0.013
O 4.165756 2.516626 -2.032033 0.0 0.0 0.0 0.022
O 3.372208 0.163278 -1.716921 0.2 0.2 -0.2 0.009
N 2.064576 1.980252 -0.740772 -0.3 0.0 -0.4 0.041
C 1.758552 3.301478 -0.496480 0.2 -0.1 0.0 -0.039
N 2.582605 4.274393 -0.165706 0.1 -0.2 -0.1 -0.003
C 2.032637 5.481360 -0.073454 -0.1 0.1 0.0 0.031
C 0.677005 5.733997 -0.289577 0.0 -0.1 0.0 -0.003
C -0.126887 4.649137 -0.557071 0.1 0.1 0.1 0.010
N 0.418031 3.429026 -0.630048 0.0 0.4 0.1 0.024
H 6.962940 0.078648 4.033905 0.0 -0.1 0.0 -0.013
H 7.533095 1.689112 3.820552 0.0 0.1 0.0 -0.013
H 5.320482 -0.928190 2.600842 0.0 0.0 0.0 -0.003
H 3.901469 -0.671117 0.575133 0.1 0.1 0.0 -0.006
H 5.280130 3.363987 0.072516 0.0 0.1 0.0 -0.002
H 6.745134 3.135056 2.072192 0.0 0.0 0.0 -0.003
H 2.704012 6.289805 0.185346 0.0 0.0 0.0 0.000
H 0.271578 6.731423 -0.231739 0.0 0.0 0.0 0.001
H -1.195930 4.723573 -0.711384 0.0 0.0 0.0 -0.004
Cl -2.515262 -4.700746 3.043950 0.0 0.0 0.0 0.000
C -2.766273 -3.000296 3.198009 0.0 0.1 0.0 0.000
C -1.687856 -2.134321 3.108776 -0.1 0.0 0.0 -0.001
C -1.913590 -0.775184 3.238037 0.0 0.0 0.0 -0.005
C -3.185577 -0.252720 3.451980 0.0 0.0 0.0 0.001
C -3.338171 1.242646 3.579904 0.0 0.1 0.1 0.003
C -4.125576 1.860040 2.413540 -0.1 0.0 0.1 -0.001
N -3.453555 1.540390 1.157577 0.0 0.2 -0.1 0.010
C -3.833005 0.557818 0.273392 0.1 -0.1 -0.1 -0.017
C -2.867720 0.479234 -0.673152 -0.1 0.0 0.0 -0.015
N -1.897677 1.418738 -0.366556 0.0 0.0 -0.3 0.021
C -2.289524 2.036079 0.750717 -0.1 0.0 0.0 0.005
O -3.953688 1.581418 4.800006 0.0 -0.1 -0.1 0.000
C -3.470464 2.771436 5.416286 0.0 0.0 0.0 0.000
C -1.982078 2.765648 5.623298 0.0 -0.1 0.1 0.000
C -1.284072 1.784046 6.268717 0.0 0.1 -0.1 0.000
Cl -1.920495 0.376139 6.994147 0.0 0.0 0.0 0.000
S 0.404256 2.088497 6.304497 0.0 0.0 0.0 0.000
C 0.200505 3.555275 5.446219 -0.1 0.0 0.0 0.000
C -1.107775 3.785982 5.149719 0.1 0.0 0.0 0.000
C -4.246677 -1.152070 3.534392 0.0 0.0 0.0 -0.001
Cl -5.876721 -0.610512 3.772865 0.0 0.0 0.0 0.000
C -4.047869 -2.517866 3.411334 0.1 0.0 0.0 0.000
H -0.693193 -2.526119 2.955288 0.0 0.0 0.0 0.000
H -1.071382 -0.094454 3.189656 0.0 0.0 0.0 0.003
H -2.320739 1.655718 3.547892 0.0 0.0 0.0 0.000
H -4.199012 2.942392 2.523176 0.0 0.0 0.0 0.001
H -5.131300 1.448329 2.368548 0.0 0.1 0.0 0.000
H -4.745076 0.004323 0.402137 -0.1 0.0 0.0 -0.001
H -2.776526 -0.168939 -1.528573 0.0 -0.1 0.0 0.030
H -1.754861 2.819326 1.260420 0.0 0.0 0.0 0.002
H -4.007699 2.829133 6.362651 0.0 0.0 0.0 0.000
H -3.739436 3.656659 4.826637 0.0 0.0 0.0 0.000
H 1.046636 4.185766 5.236524 0.1 0.0 0.0 0.000
H -1.455586 4.672991 4.640222 0.0 0.0 0.0 0.000
H -4.885530 -3.195694 3.481379 0.0 0.0 0.0 0.000
C 1.485553 0.759857 -4.576487 -0.1 0.1 0.1 0.038
C 0.738286 -0.495476 -4.999994 0.0 0.0 -0.2 -0.013
C 1.460323 -1.167994 -6.160431 -0.1 0.0 0.1 0.002
C -0.697241 -0.159331 -5.378448 0.0 0.0 0.0 0.001
O 0.778858 -1.446497 -3.919869 0.0 0.1 0.3 0.034
Si -0.155432 -1.661276 -2.622544 -0.2 -0.3 -0.2 0.051
O -0.289408 -0.235064 -1.768357 0.6 0.4 0.1 0.111
O -1.711720 -1.980046 -2.927536 0.0 0.2 0.1 0.003
C -2.369142 -3.217798 -3.286375 -0.1 -0.1 0.0 0.002
C -2.709015 -3.958634 -2.000421 0.0 0.0 0.0 0.000
C -1.462529 -4.058168 -4.174629 0.0 0.0 0.0 0.000
C -3.634134 -2.815494 -4.029706 0.1 0.0 0.0 0.000
O 0.448360 -2.815129 -1.685168 -0.1 0.0 0.2 0.027
C 1.570825 -3.026022 -0.823131 0.1 0.0 0.0 0.005
C 1.239136 -4.264201 0.000425 0.0 0.1 -0.1 0.000
C 1.743729 -1.811979 0.087318 -0.2 0.1 -0.1 -0.042
C 2.807275 -3.249667 -1.681686 0.0 0.1 -0.1 0.000
H 1.522258 1.472143 -5.399731 0.0 0.0 0.0 -0.001
H 2.500008 0.517339 -4.266145 0.0 0.0 0.0 0.004
H 0.966243 1.255589 -3.743031 0.1 -0.1 -0.1 -0.002
H 1.533888 -0.491703 -7.010427 0.0 0.0 0.0 0.000
H 0.922261 -2.062558 -6.472676 0.0 0.0 0.0 0.000
H 2.463748 -1.461514 -5.855651 0.0 0.0 0.0 0.000
H -0.702615 0.489743 -6.253288 0.0 0.0 0.0 0.000
H -1.215152 0.355392 -4.565481 0.0 0.0 0.0 -0.007
H -1.258162 -1.062003 -5.614769 0.0 0.0 0.0 0.000
H -1.803790 -4.174979 -1.434772 0.0 0.0 0.0 0.000
H -3.210052 -4.898399 -2.228666 0.0 0.0 0.0 0.000
H -3.374834 -3.356495 -1.381248 0.0 0.0 0.0 0.000
H -0.553438 -4.345938 -3.646024 0.0 0.0 0.0 0.000
H -1.181078 -3.511769 -5.074043 0.0 0.0 -0.1 0.000
H -1.982285 -4.966612 -4.476663 0.0 0.0 0.0 0.000
H -4.260226 -2.184097 -3.399437 0.0 0.0 0.0 0.000
H -4.205733 -3.700100 -4.307740 0.0 0.0 0.0 0.000
H -3.391114 -2.263942 -4.937225 0.0 0.0 0.0 0.000
H 0.345457 -4.093259 0.601514 0.0 0.0 0.0 0.000
H 2.064746 -4.521163 0.662386 0.0 0.0 0.0 0.000
H 1.050446 -5.110599 -0.658745 0.0 0.0 0.0 0.000
H 0.802739 -1.584718 0.591998 0.0 0.0 0.1 0.013
H 2.053401 -0.935437 -0.490602 -0.2 -0.3 0.2 0.014
H 2.500122 -2.023693 0.845059 0.0 -0.1 0.1 -0.002
H 2.635068 -4.075616 -2.370603 0.0 0.0 0.0 0.000
H 3.664857 -3.500799 -1.057325 0.1 0.0 0.0 0.000
H 3.041193 -2.357805 -2.267747 0.0 -0.1 0.0 0.000

2.
15
Properties=species:S:1:pos:R:3:forces:R:3:mulliken_charge:R:1 method="wB97M-V/def2-TZVPD" homo_ha=-0.5329 multiplicity=1 total_charge=+1 orbital_gap_ev=10.48
C 1.343614 0.577729 -0.694385 -1.7 2.7 0.3 -0.416
C 0.248491 -0.005002 0.146788 -1.3 1.3 -0.2 0.507
N 2.524294 -0.192716 -0.695803 1.3 0.8 -1.0 -0.623
N 0.405442 -0.967299 0.992739 1.5 0.2 -0.5 -0.248
O -0.878538 0.611545 -0.089955 0.9 -0.1 -0.3 -0.338
O -3.381945 -0.172749 0.930903 1.0 -0.9 -0.9 -0.551
Cl -3.798035 0.198964 -0.686962 -0.5 0.1 0.8 0.102
H 0.739273 0.839715 -1.636728 1.2 -0.7 0.6 0.315
H 1.507844 1.616035 -0.291903 -0.1 -0.9 -0.1 0.383
H -3.674210 0.487506 1.555070 -0.8 0.9 0.0 0.380
H 3.364064 0.389849 -1.038944 -1.8 -1.6 0.6 0.296
H 2.268437 -0.918405 -1.347722 1.2 -0.6 -0.4 0.252
H 1.333046 -1.310567 1.164486 0.7 0.1 -0.3 0.278
H -0.270734 -1.568662 1.346196 -2.0 -0.6 0.8 0.232
H -1.731041 0.414058 0.346223 0.1 -0.8 0.6 0.432

Relative energy (zero: lowest compared OMol25 entry of this formula, charge and spin)? In order: 0.000; 2.821 eV.
Electronic energy? In order: -4889.39531; -800.87185 Eh.